Record 1
Below is the molecule C3H6N4O, with properties calculated with ωB97M-V with the def2-TZVPD basis set.

Results
* SMILES: N/N=c1/[nH]cc(N)o1
* relative energy (zero: lowest compared OMol25 entry of this formula, charge and spin): 93.41 kcal per mole
* spin multiplicity: 1

Positions of all 14 atoms, in Å:
C  -0.5185  -0.2703  0.6636
C  -0.2430  -1.1725  -1.3629
C  0.5474  -0.0616  -1.1992
H  -0.6848  1.0209  3.3300
H  0.6009  1.0381  2.3665
H  -1.5770  -2.0670  0.4639
H  -0.1722  -1.9755  -2.0411
H  0.9597  0.7593  -3.0320
H  1.5550  1.6780  -1.3666
N  -0.4519  1.2167  2.3923
N  -1.0945  0.0910  1.7761
N  -0.7804  -1.3719  0.0047
N  1.4076  0.6879  -2.0124
O  0.4517  0.4272  0.0173

For each atom in turn, the natural (NBO) charge in e is: C 0.6112; C -0.2321; C 0.4364; H 0.3482; H 0.3180; H 0.4511; H 0.2263; H 0.4103; H 0.4142; N -0.6563; N -0.4268; N -0.6007; N -0.8369; O -0.4627

Record 2
Below is the molecule C3H6N4O, with properties calculated with ωB97M-V with the def2-TZVPD basis set.

Results
* SMILES: COc1[nH]nnc1N
* relative energy (zero: lowest compared OMol25 entry of this formula, charge and spin): 114.34 kcal per mole
* spin multiplicity: 1

Positions of all 14 atoms, in Å:
C  -1.7920  -1.2749  -0.1671
C  -0.0396  0.1962  0.6208
C  1.0614  0.4504  -0.3377
H  -2.3514  -0.5066  -0.8542
H  -0.8960  -1.8036  -0.5532
H  -2.6085  -1.9424  0.3982
H  0.3434  0.9913  2.7890
H  1.6173  -0.5561  -1.8331
H  0.7867  1.0452  -2.2881
N  0.7390  0.6510  1.7482
N  1.7282  1.4729  1.3113
N  1.8861  1.3978  0.1084
N  0.8552  0.1466  -1.7160
O  -1.3298  -0.2677  0.7734

For each atom in turn, the natural (NBO) charge in e is: C -0.2636; C 0.4180; C 0.1127; H 0.2077; H 0.2121; H 0.2034; H 0.4223; H 0.3857; H 0.3915; N -0.4090; N -0.0652; N -0.2355; N -0.8771; O -0.5030

Record 3
Below is a cluster of 2 separate species, C3H6N4O2 in total, with properties calculated with ωB97M-V with the def2-TZVPD basis set.

Results
* relative energy (zero: lowest compared OMol25 entry of this formula, charge and spin): 139.85 kcal per mole
* spin multiplicity: 1

Positions of all 15 atoms, in Å:
C  -1.7144  0.1477  0.1429
C  1.1148  -0.1764  -0.6438
C  2.5569  -0.2107  -0.2591
H  -3.4951  0.7493  -0.6671
H  -2.9182  -0.7391  -1.3833
H  -0.5506  0.9050  1.2737
H  -1.3511  -1.8429  1.4397
H  0.8269  0.8637  -1.1434
H  4.0006  1.4723  0.5166
N  -2.9107  -0.0641  -0.5386
N  -1.3951  1.1944  0.7486
N  -0.9194  -1.2000  0.2985
N  0.5001  -1.2030  0.0993
O  3.0730  1.1449  -0.1258
O  3.1821  -1.0413  0.2417

For each atom in turn, the natural (NBO) charge in e is: C 0.5480; C -0.1653; C 0.7496; H 0.4018; H 0.4093; H 0.3564; H 0.4172; H 0.2450; H 0.5236; N -0.8334; N -0.6743; N -0.5129; N -0.1355; O -0.8038; O -0.5258

The records above yield HOMO energy values of -0.259; -0.316; -0.341 Eh, respectively.